# 1
{
  "formula": "C33H40FN6O10PSbScSe4",
  "method": "the ωB97M-V functional and the def2-TZVPD basis",
  "e_homo_ev": -7.06,
  "multiplicity": 1,
  "gap_ev": 6.688,
  "e_lumo_ev": -0.4,
  "species": ["Sc", "O", "C", "O", "C", "C", "C", "C", "C", "N", "C", "O", "O", "H", "H", "H", "H", "H", "C", "C", "N", "C", "C", "C", "O", "O", "C", "O", "C", "C", "C", "F", "C", "C", "C", "N", "C", "C", "N", "C", "C", "H", "H", "H", "H", "H", "H", "H", "H", "H", "H", "H", "H", "H", "H", "H", "H", "H", "H", "Se", "Sb", "Se", "Se", "Se", "O", "C", "N", "C", "O", "C", "C", "C", "C", "N", "C", "H", "H", "H", "H", "H", "H", "H", "H", "C", "P", "C", "C", "O", "H", "H", "H", "H", "H", "H", "H", "H", "H"],
  "xyz": [[-1.546044, -0.261602, 0.300522], [-5.027295, -1.908065, -2.378894], [-3.960079, -1.905589, -1.570187], [-4.037221, -1.750156, -0.377949], [-2.668068, -2.120406, -2.289266], [-2.572771, -2.429534, -3.639804], [-1.312274, -2.642612, -4.167803], [-0.202272, -2.570544, -3.340572], [-0.404942, -2.240641, -2.012759], [-1.608914, -2.011871, -1.502589], [0.680759, -2.121075, -0.984659], [1.929513, -2.333010, -1.360751], [0.373124, -1.929791, 0.169647], [-5.804695, -1.750958, -1.822719], [-3.461548, -2.489112, -4.250271], [-1.189025, -2.853459, -5.220676], [0.799022, -2.720310, -3.719272], [2.211400, -1.721595, -2.132615], [-2.198422, 7.139016, -1.220704], [-1.278983, 5.931948, -1.129808], [-2.012458, 4.670880, -0.966898], [-2.065904, 4.103774, 0.252059], [-2.552404, 2.855671, 0.482237], [-2.360712, 2.220734, 1.833219], [-2.778602, 2.738498, 2.848585], [-1.712217, 1.097920, 1.773134], [-3.041605, 2.079870, -0.601982], [-3.305666, 0.843225, -0.488863], [-3.167348, 2.763547, -1.862727], [-3.726115, 2.124309, -2.971597], [-3.686513, 2.700255, -4.201510], [-4.305837, 2.031209, -5.206837], [-3.020573, 3.925187, -4.450724], [-2.524838, 4.575087, -3.330006], [-2.580880, 4.022156, -2.046871], [-2.837793, 4.513409, -5.718661], [-3.096161, 3.757829, -6.941487], [-2.061293, 2.661265, -7.158313], [-0.650486, 3.103419, -6.919297], [-0.426029, 4.204269, -5.928547], [-1.560617, 5.205221, -5.916276], [-1.612220, 8.043919, -1.381021], [-2.763720, 7.257930, -0.295910], [-2.912492, 7.044014, -2.038841], [-0.617891, 6.018504, -0.269865], [-0.622545, 5.827428, -1.994726], [-1.624185, 4.673097, 1.059446], [-4.170866, 1.145552, -2.855598], [-2.056007, 5.534543, -3.455209], [-3.072265, 4.480809, -7.759357], [-4.086329, 3.317094, -6.932821], [-2.115728, 2.256457, -8.167926], [-2.223649, 1.845846, -6.455314], [-0.178474, 3.313133, -7.792733], [-0.186291, 2.230648, -6.442264], [0.534303, 4.660518, -6.159602], [-0.319860, 3.727787, -4.951572], [-1.629630, 5.761050, -6.853446], [-1.368211, 5.942523, -5.143507], [-0.200251, 0.584100, -5.183675], [1.343855, 1.307225, -3.375214], [-0.264628, 0.933633, -1.385235], [3.184640, -0.267503, -3.271056], [1.761393, 3.674944, -3.157086], [1.572550, -4.502146, 2.407617], [2.890299, -4.031621, 2.258036], [2.961862, -2.695134, 1.712362], [2.368370, -1.688509, 2.396628], [1.831093, -1.886997, 3.485763], [2.410100, -0.331491, 1.778688], [3.265144, 0.029394, 0.745547], [3.190587, 1.312621, 0.242064], [2.269742, 2.192162, 0.795065], [1.445099, 1.869952, 1.792258], [1.525176, 0.627068, 2.256481], [1.149308, -3.856714, 2.991368], [3.398805, -4.705956, 1.572797], [3.409622, -4.034652, 3.219643], [3.079521, -2.580826, 0.717325], [3.978964, -0.674012, 0.335263], [3.814960, 1.626190, -0.583305], [2.172099, 3.192650, 0.388628], [0.845415, 0.359480, 3.057238], [-1.493320, -0.999467, 4.379554], [-2.502582, -1.712006, 3.083888], [-2.936126, -3.390749, 3.548256], [-4.030605, -0.765962, 2.992001], [-1.749317, -1.739299, 1.773514], [-1.985151, -1.066980, 5.350483], [-1.337835, 0.049362, 4.121391], [-0.529840, -1.512930, 4.406452], [-3.422933, -3.413086, 4.523051], [-2.028373, -3.993400, 3.576386], [-3.607643, -3.800214, 2.793444], [-4.725766, -1.083218, 3.770188], [-4.481488, -0.936419, 2.012944], [-3.808205, 0.294453, 3.113700]],
  "forces_ev_per_angstrom": [[-0.5, -1.3, 0.1], [0.0, 0.0, -0.1], [-0.1, 0.1, 0.1], [0.0, -0.1, 0.0], [0.1, -0.1, 0.0], [-0.1, 0.0, 0.0], [0.0, 0.0, -0.1], [0.0, 0.0, 0.1], [0.0, 0.0, -0.1], [-0.4, 0.3, 0.0], [0.4, -0.1, 0.0], [-0.2, 0.0, 0.2], [-0.1, 0.3, 0.2], [0.0, 0.0, 0.0], [0.0, 0.0, 0.0], [0.0, 0.0, 0.0], [0.0, 0.0, 0.0], [0.1, -0.1, 0.0], [0.0, 0.0, 0.0], [0.1, 0.0, 0.0], [0.0, 0.0, 0.1], [0.1, 0.0, -0.1], [-0.1, -0.1, 0.0], [0.0, 0.2, -0.1], [0.1, 0.0, 0.0], [-0.1, -0.3, 0.1], [0.2, 0.3, 0.2], [0.2, -0.4, 0.2], [0.1, 0.0, 0.0], [0.0, 0.0, -0.1], [-0.1, 0.0, 0.0], [0.1, 0.0, -0.1], [0.0, 0.1, 0.0], [0.0, 0.0, 0.0], [0.0, 0.0, 0.0], [0.0, 0.0, 0.0], [0.0, 0.0, 0.0], [-0.1, 0.0, 0.0], [0.1, 0.0, 0.0], [0.0, 0.0, 0.0], [0.0, 0.1, 0.0], [0.0, 0.0, 0.0], [0.0, 0.0, 0.0], [0.0, 0.0, 0.0], [0.0, 0.0, 0.0], [0.0, 0.0, 0.0], [0.0, 0.0, 0.0], [0.0, 0.0, 0.0], [0.0, 0.0, 0.0], [0.0, 0.0, 0.0], [0.0, 0.0, 0.0], [0.0, 0.0, 0.0], [0.0, 0.0, 0.1], [0.0, 0.0, 0.0], [0.0, 0.0, -0.1], [0.0, 0.0, 0.0], [0.0, 0.0, 0.0], [0.0, 0.0, 0.0], [0.0, 0.0, 0.0], [0.2, 0.1, 0.0], [-0.6, -0.2, 0.4], [1.0, 0.9, -0.8], [0.1, 0.1, -0.1], [0.1, 0.0, -0.1], [0.0, 0.0, 0.0], [0.0, 0.0, 0.0], [0.1, 0.0, 0.0], [0.0, 0.1, 0.1], [0.0, 0.0, 0.0], [-0.1, 0.0, 0.0], [0.0, -0.1, 0.0], [0.0, 0.1, 0.0], [-0.1, 0.0, 0.0], [0.1, 0.0, -0.1], [-0.1, 0.1, 0.1], [0.0, 0.0, 0.0], [0.0, 0.0, 0.0], [0.0, 0.0, 0.0], [-0.1, 0.0, 0.0], [0.0, 0.0, 0.0], [0.0, 0.0, 0.0], [0.0, 0.0, 0.0], [0.0, 0.0, 0.0], [-0.1, -0.1, 0.0], [-0.1, 0.1, 0.5], [0.0, 0.0, 0.0], [0.0, -0.1, 0.0], [-0.1, 0.3, -0.4], [0.0, 0.0, 0.0], [0.0, 0.0, 0.0], [0.0, 0.0, 0.0], [0.0, 0.0, 0.0], [0.0, 0.0, 0.0], [0.0, 0.0, 0.0], [0.0, 0.0, 0.0], [0.0, 0.0, 0.0], [0.0, 0.0, 0.0]],
  "mulliken_charge": [0.045, -0.488, -0.365, -0.455, 0.681, -0.407, -0.759, -0.356, 0.645, 0.511, 0.005, -0.564, -0.101, 0.385, 0.562, 0.458, 0.572, -0.138, -1.129, -0.986, 0.540, -0.302, 0.235, -0.359, -0.704, 0.343, 0.382, -1.198, 0.987, -0.435, 0.295, -0.444, -0.130, -0.488, 0.076, -0.094, -1.192, -0.165, 0.259, 0.462, -1.372, 0.398, 0.367, 0.310, 0.454, 0.356, 0.527, 0.552, 0.410, 0.504, 0.446, 0.408, 0.040, 0.417, -0.293, 0.574, -0.532, 0.498, 0.318, -0.627, 1.130, 0.203, -0.699, -0.644, -0.548, -0.445, -0.066, 0.030, -0.727, 0.597, 0.036, -0.738, -0.445, -0.424, -0.464, 0.338, 0.423, 0.270, 0.173, 0.514, 0.549, 0.394, 0.481, -1.031, 1.550, -1.249, -1.107, -0.860, 0.514, 0.152, 0.202, 0.415, 0.335, 0.315, 0.432, 0.191, 0.262]
}


# 2
{
  "formula": "C3H4N2O2",
  "method": "the ωB97M-V functional and the def2-TZVPD basis",
  "smiles": "COc1conn1",
  "e_homo_ev": -9.43,
  "multiplicity": 1,
  "gap_ev": 10.128,
  "e_lumo_ev": 0.7,
  "species": ["C", "C", "C", "H", "H", "H", "H", "N", "N", "O", "O"],
  "xyz": [[-1.776720, -0.352653, 0.070736], [0.346004, 0.385580, -0.145790], [1.520513, 1.052259, -0.122772], [-2.839106, -0.142000, 0.120882], [-1.523676, -0.963970, 0.905176], [-1.953774, -1.021984, -0.809676], [1.905956, 2.166504, 0.055480], [1.997181, -1.107666, -0.107081], [0.774155, -0.996834, -0.061738], [-0.976068, 0.759157, -0.050307], [2.525536, 0.221607, 0.145094]],
  "forces_ev_per_angstrom": [[-2.9, -2.1, -1.1], [0.5, -1.5, 0.8], [0.8, 3.7, 2.2], [-0.1, 1.4, 0.9], [0.3, -0.4, 0.7], [1.6, 0.4, 0.1], [-1.6, -2.6, -0.8], [0.4, 0.9, 2.2], [-1.7, 1.0, -1.7], [2.2, 0.3, -0.8], [0.4, -1.0, -2.4]],
  "nbo_charge": [-0.273, 0.290, 0.054, 0.200, 0.187, 0.184, 0.240, 0.120, -0.218, -0.463, -0.321]
}


# 3
{
  "formula": "C3H3F3N",
  "method": "the ωB97M-V functional and the def2-TZVPD basis",
  "charge": 1,
  "e_homo_ev": -14.96,
  "multiplicity": 1,
  "gap_ev": 6.854,
  "e_lumo_ev": -8.1,
  "species": ["C", "C", "C", "N", "F", "F", "F", "H", "H", "H"],
  "xyz": [[-1.510139, 0.189126, -0.541788], [-1.962975, -0.744465, 0.304131], [2.786626, 0.632151, -0.025209], [-1.103665, 1.005507, -1.191574], [2.422990, -0.139953, 0.884622], [2.773069, 1.876139, 0.144679], [2.988939, 0.138827, -1.183554], [-1.563247, -0.491563, 1.249478], [-1.762151, -1.781189, 0.061907], [-3.069447, -0.684583, 0.297306]],
  "forces_ev_per_angstrom": [[0.7, 0.5, -1.4], [-3.2, -3.3, 2.1], [-1.4, -0.1, -1.7], [1.8, 2.9, -2.3], [0.7, 0.8, -0.5], [0.4, -1.8, -0.2], [0.1, 1.2, 2.3], [0.0, -0.1, 1.4], [0.4, -0.1, -0.2], [0.4, 0.0, 0.5]],
  "nbo_charge": [0.290, -0.748, 1.395, -0.349, -0.135, -0.126, -0.137, 0.255, 0.269, 0.284]
}


# 4
{
  "formula": "C2H6NOPS",
  "method": "the ωB97M-V functional and the def2-TZVPD basis",
  "e_homo_ev": [-7.43, -6.93],
  "multiplicity": 1,
  "gap_ev": [5.916, 4.895],
  "e_lumo_ev": [-1.5, -2.0],
  "species": ["C", "C", "N", "O", "P", "S", "H", "H", "H", "H", "H", "H"],
  "xyz": [[0.692250, 0.607257, -0.445906], [0.929555, 0.032120, 0.953336], [0.259255, -0.402730, -1.309080], [0.469654, -1.329321, 0.947159], [-0.126876, -1.820519, -0.494431], [-2.667094, 0.696769, 0.337498], [-0.260068, 1.232593, -0.458050], [1.482435, 1.187508, -0.711178], [2.006704, 0.073703, 1.048090], [0.468870, 0.328839, 1.891328], [-0.329504, -0.006304, -2.070934], [-2.925179, -0.599913, 0.312166]],
  "forces_ev_per_angstrom": [[-4.6, 1.6, 2.5], [0.5, -0.5, 0.1], [-0.2, -2.6, -1.2], [0.0, -1.7, -2.3], [-0.2, 2.5, 0.9], [0.8, 0.0, -0.2], [1.0, 0.2, 0.7], [2.4, 1.4, -1.3], [0.4, -0.6, 0.6], [-0.3, 1.4, -0.5], [0.6, -1.1, 0.6], [-0.4, -0.5, 0.0]],
  "nbo_charge": [-0.290, -0.076, -0.893, -0.757, 1.368, -0.773, 0.255, 0.207, 0.180, 0.240, 0.453, 0.086]
}


# 5
{
  "formula": "C3H5F",
  "method": "the ωB97M-V functional and the def2-TZVPD basis",
  "smiles": "C=C=C.F",
  "e_homo_ev": -10.16,
  "multiplicity": 1,
  "gap_ev": 11.022,
  "e_lumo_ev": 0.9,
  "species": ["C", "C", "C", "F", "H", "H", "H", "H", "H"],
  "xyz": [[-0.389356, -1.460554, 0.384422], [-0.658876, -0.266052, 0.077937], [-0.940985, 0.928668, -0.377109], [2.481441, 1.155780, -0.373099], [-0.933562, -1.817276, 1.118741], [0.394036, -2.059837, -0.037618], [-0.337630, 1.675599, 0.129004], [-1.559568, 1.122988, -1.183699], [1.944504, 0.720680, 0.261425]],
  "forces_ev_per_angstrom": [[2.5, -0.5, -1.8], [-0.8, 2.8, -2.3], [2.1, -0.9, 2.4], [-0.4, -0.3, 0.5], [-2.5, -2.3, 3.6], [0.2, 0.0, -0.3], [-0.5, 0.6, -0.4], [-1.1, 0.4, -1.3], [0.4, 0.3, -0.6]],
  "nbo_charge": [-0.499, 0.107, -0.500, -0.561, 0.214, 0.227, 0.222, 0.229, 0.561]
}


# 6
{
  "formula": "ILi2Sr",
  "method": "the ωB97M-V functional and the def2-TZVPD basis",
  "charge": 4,
  "s_squared": 0.752,
  "e_homo_ev": [-30.22, -29.86],
  "multiplicity": 2,
  "gap_ev": [13.239, 7.612],
  "e_lumo_ev": [-17.0, -22.3],
  "species": ["Sr", "Li", "Li", "I"],
  "xyz": [[1.070460, -2.348830, 0.466745], [1.636730, 2.011020, 1.116365], [-2.631170, 0.004550, -1.373455], [-0.076020, 0.333260, -0.209655]],
  "forces_ev_per_angstrom": [[1.4, -3.3, 0.7], [0.9, 1.5, 0.7], [-1.6, 0.2, -0.8], [-0.7, 1.6, -0.6]],
  "lowdin_spin": [0.024, 0.003, 0.003, 0.970]
}


| no. | E (eV) |
| --- | --- |
| 1 | -364925.77326 |
| 2 | -10247.10774 |
| 3 | -12790.80948 |
| 4 | -25830.42554 |
| 5 | -5907.19210 |
| 6 | -9298.05307 |